(1)
98
Properties=species:S:1:pos:R:3 method="wB97M-V/def2-TZVPD" lumo_energy_ev=-0.86 spin_multiplicity=1 homo_ev=-8.36 mol_weight_g_mol=963.33
C -1.81 -1.68 2.99
C -0.49 -2.25 3.54
C 0.42 -2.68 2.40
O 1.69 -3.08 2.92
P 2.75 -3.81 1.86
B 2.40 -2.89 0.11
O 2.74 -1.60 -0.16
O 1.84 -3.64 -0.89
C 2.69 -4.10 -1.95
C 4.28 -2.93 2.33
Br 4.14 -1.10 2.83
C 5.45 -3.56 2.35
C 5.61 -5.02 2.00
Br 7.04 -2.68 2.83
H -2.65 -2.37 3.11
H -1.73 -1.45 1.92
H -2.08 -0.74 3.49
H -0.67 -3.11 4.20
H 0.05 -1.48 4.09
H -0.04 -3.51 1.84
H 0.55 -1.82 1.71
H 2.77 -1.07 0.66
H 2.34 -3.68 -2.90
H 3.73 -3.78 -1.80
H 2.65 -5.19 -1.99
H 6.65 -5.32 2.11
H 5.33 -5.21 0.96
H 5.00 -5.64 2.65
O 0.72 2.54 -4.49
N -0.41 2.13 -4.30
O -1.42 2.69 -4.69
C -0.56 0.87 -3.55
C 0.59 0.24 -3.10
C 0.46 -0.94 -2.39
C -0.80 -1.47 -2.15
C -1.94 -0.82 -2.61
C -1.83 0.37 -3.32
H 1.56 0.66 -3.31
H 1.34 -1.45 -2.03
H -0.89 -2.40 -1.59
H -2.92 -1.24 -2.41
H -2.69 0.89 -3.69
O -5.68 -4.86 -0.81
N -5.43 -3.80 -0.26
O -4.51 -3.06 -0.57
C -6.30 -3.39 0.86
C -7.33 -4.23 1.25
C -8.12 -3.83 2.31
C -7.89 -2.62 2.96
C -6.85 -1.80 2.54
C -6.05 -2.18 1.47
H -7.49 -5.16 0.74
H -8.93 -4.48 2.64
H -8.51 -2.33 3.79
H -6.67 -0.86 3.02
H -5.23 -1.55 1.14
O -4.44 -1.95 4.87
N -4.65 -0.77 5.07
O -4.90 0.04 4.19
C -4.61 -0.29 6.46
C -4.30 -1.19 7.47
C -4.25 -0.72 8.77
C -4.50 0.61 9.05
C -4.82 1.49 8.02
C -4.87 1.05 6.71
H -4.10 -2.22 7.23
H -4.00 -1.41 9.57
H -4.46 0.97 10.07
H -5.02 2.53 8.24
H -5.11 1.72 5.90
O 5.77 6.77 -5.27
N 4.92 7.64 -5.12
O 5.15 8.80 -4.83
C 3.52 7.21 -5.25
C 3.28 5.88 -5.58
C 1.97 5.45 -5.67
C 0.92 6.33 -5.42
C 1.19 7.66 -5.11
C 2.50 8.11 -5.02
H 4.11 5.21 -5.76
H 1.76 4.41 -5.92
H -0.10 5.97 -5.48
H 0.37 8.34 -4.92
H 2.72 9.14 -4.77
O 4.95 -0.85 -3.96
N 4.18 0.00 -3.56
O 3.03 -0.22 -3.21
C 4.66 1.39 -3.48
C 5.95 1.68 -3.89
C 6.39 2.99 -3.82
C 5.55 3.99 -3.34
C 4.26 3.67 -2.94
C 3.80 2.36 -3.00
H 6.59 0.89 -4.26
H 7.40 3.24 -4.15
H 5.89 5.01 -3.29
H 3.60 4.45 -2.56
H 2.80 2.10 -2.69



(2)
88
Properties=species:S:1:pos:R:3 method="wB97M-V/def2-TZVPD" lumo_energy_ev="2.52 / 2.52" spin_multiplicity=3 homo_ev="-4.56 / -4.57" mol_weight_g_mol=806.17 charge=-1 s_squared=2.029 e_above_lowest_ev=0.385
V -1.57 -0.31 0.64
C 2.38 0.37 -6.01
C 1.05 0.06 -5.65
C 0.61 0.38 -4.33
C 1.56 0.81 -3.37
C 2.84 1.18 -3.76
C 3.19 0.99 -5.08
P 1.16 0.82 -1.57
C 2.26 2.08 -0.91
C 3.53 1.65 -0.42
C 4.42 2.63 0.00
C 4.10 3.96 0.01
C 2.85 4.37 -0.40
C 1.88 3.43 -0.84
C -0.51 1.55 -1.54
C -0.81 2.62 -2.40
C -1.92 3.51 -2.13
C -2.77 3.25 -1.03
C -2.47 2.12 -0.23
C -1.46 1.25 -0.50
H 2.76 0.17 -6.98
H 0.38 -0.51 -6.31
H -0.46 0.24 -4.12
H 3.61 1.57 -3.10
H 4.09 1.48 -5.48
H 3.86 0.58 -0.48
H 5.41 2.37 0.33
H 4.86 4.72 0.32
H 2.60 5.42 -0.47
H 0.96 3.84 -1.25
H -0.14 2.81 -3.27
H -2.12 4.33 -2.82
H -3.61 3.84 -0.88
H -3.07 1.95 0.70
C 1.02 -3.01 -2.88
Si -0.54 -2.61 -1.73
C -1.84 -1.71 -2.82
C -1.24 -4.29 -1.12
N -0.07 -1.64 -0.32
C 0.91 -1.94 0.59
C 1.79 -3.03 0.51
C 3.00 -3.02 1.23
C 3.32 -1.95 1.99
C 2.45 -0.84 2.18
C 1.21 -0.93 1.62
O 0.16 -0.02 1.75
C 0.22 1.04 2.73
C 0.32 0.74 4.03
C 0.06 1.74 5.04
C -0.08 3.07 4.70
C -0.13 3.30 3.31
C 0.09 2.34 2.32
H 1.40 -3.98 -2.52
H 1.83 -2.24 -2.88
H 0.70 -3.10 -3.91
H -1.85 -0.58 -2.78
H -2.86 -2.11 -2.55
H -1.87 -2.02 -3.89
H -1.03 -4.36 -0.05
H -0.69 -5.12 -1.53
H -2.33 -4.40 -1.28
H 1.49 -3.87 -0.12
H 3.55 -3.92 1.27
H 4.22 -1.98 2.61
H 2.81 -0.01 2.83
H 0.32 -0.32 4.36
H -0.16 1.38 6.08
H -0.19 3.95 5.35
H -0.42 4.28 3.02
H 0.30 2.63 1.26
C -1.54 -2.73 4.06
C -2.50 -1.91 3.15
C -3.88 -2.30 3.43
O -2.01 -2.30 1.85
C -2.49 -0.37 3.32
O -2.44 0.03 4.51
O -2.58 0.45 2.26
H -1.57 -3.80 3.88
H -1.67 -2.62 5.12
H -0.56 -2.33 3.83
H -4.07 -3.29 3.00
H -4.68 -1.67 3.03
H -3.98 -2.27 4.50
H -1.78 -3.24 1.72
Cl -4.95 -2.64 -0.69
Si -4.31 -0.64 -0.50
Cl -5.70 0.21 0.77
Cl -4.60 0.43 -2.27